No. 1
Here is a structure of composition C7H22ClDyI2OP2 from the Open Molecules 2025 dataset. Energies are from ωB97M-V with the def2-TZVPD basis set.

Last column: Löwdin charge in e.
Atoms and positions in Å:
I1 2.222 1.175 2.934  0.353
I2 2.892 -1.737 3.020  0.434
Dy1 -0.529 -0.795 -0.506  1.280
P1 -3.124 0.110 -0.652  0.682
C1 -3.936 0.194 0.963  -0.262
C2 -3.905 1.529 -1.557  -0.220
H1 -4.967 1.284 -1.807  0.081
H2 -5.040 -1.165 -1.496  0.054
H3 -3.333 1.727 -2.458  0.038
H4 -3.555 -1.541 -2.432  0.052
H5 -3.879 1.233 1.316  0.065
H6 -3.901 2.393 -0.863  0.063
C3 -3.986 -1.389 -1.434  -0.228
H7 -4.965 -0.145 0.899  0.066
H8 -3.799 -2.262 -0.779  0.053
H9 -3.370 -0.476 1.694  0.050
P2 3.150 -0.018 -0.475  0.680
C4 4.607 -0.023 0.783  -0.380
C5 3.935 -1.144 -1.635  -0.320
H10 2.924 1.518 -2.309  0.033
H11 4.595 1.385 -1.766  0.061
H12 3.455 2.350 -0.817  0.040
C6 3.561 1.473 -1.435  -0.286
H13 3.432 -1.121 -2.585  0.042
H14 4.963 -0.795 -1.765  0.055
H15 5.499 -0.236 0.248  0.029
H16 4.378 -0.797 1.592  -0.188
H17 3.971 -2.153 -1.233  0.048
H18 4.668 0.973 1.264  0.002
Cl1 -0.248 0.390 -2.671  -0.121
C7 -0.994 -0.558 2.960  -0.108
O1 -1.107 -0.128 1.575  -0.428
H19 -0.040 -1.093 2.973  -0.025
H20 -1.774 -1.271 3.288  0.113
H21 -0.876 0.301 3.692  0.115
H22 -0.924 0.812 1.475  0.079

For the maximum force, the calculation gives 2.6 eV Å⁻¹. The expectation value of S² is 9.354. The orbital gap (alpha / beta) is 6.32 / 5.91 eV. Its HOMO energy (alpha / beta) is -14.922 / -14.896 eV. As for the total charge: +2. For the energy relative to the best compared isomer or geometry (same formula, charge and spin), the calculation gives 0.0 kJ/mol. Its spin multiplicity is 6.

No. 2
Here is a structure of composition C23H42N5O2PPtSe from the Open Molecules 2025 dataset. Energies are from ωB97M-V with the def2-TZVPD basis set.

Last column: Löwdin charge in e.
Atoms and positions in Å:
Pt1 10.071 10.287 10.843  1.107
Se1 10.270 7.091 9.235  1.214
N1 9.251 8.195 10.252  -0.341
C1 8.193 7.487 10.668  -0.382
C2 7.145 8.059 11.399  -0.030
C3 6.067 7.316 11.828  0.001
C4 6.063 5.911 11.454  -0.027
C5 7.113 5.291 10.826  0.025
C6 8.190 6.109 10.288  -0.357
N2 9.198 5.691 9.520  -0.176
H1 7.097 9.128 11.634  0.089
H2 5.219 7.744 12.281  0.104
H3 5.337 5.281 11.865  0.098
H4 7.109 4.289 10.496  0.112
C7 13.777 8.353 9.847  0.035
C8 12.975 9.583 9.838  -0.545
N3 13.561 10.681 10.200  0.240
O1 11.740 9.600 9.532  -0.226
H5 14.820 8.603 9.785  0.097
H6 13.503 7.690 9.033  0.098
H7 13.598 7.968 10.840  0.109
H8 14.519 10.691 10.342  0.108
H9 13.140 11.629 10.120  0.137
C9 8.916 13.704 7.743  -0.078
C10 9.452 13.082 9.041  -0.522
C11 10.973 13.141 9.094  -0.125
P1 8.687 11.431 9.407  0.931
C12 7.014 11.753 10.137  -0.540
C13 6.110 12.796 9.488  -0.070
C14 7.233 12.029 11.591  -0.144
C15 8.514 10.323 7.943  -0.486
C16 7.114 10.328 7.194  -0.065
C17 9.611 10.565 6.888  -0.088
H10 7.835 13.908 7.862  0.072
H11 9.106 12.984 6.890  0.072
H12 9.432 14.632 7.495  0.093
H13 9.008 13.693 9.856  0.110
H14 11.438 12.583 8.258  0.086
H15 11.327 12.708 10.049  0.031
H16 11.390 14.173 9.011  0.107
H17 6.569 10.793 9.983  0.083
H18 6.558 13.778 9.579  0.079
H19 5.176 12.799 10.022  0.093
H20 5.918 12.688 8.439  0.070
H21 8.016 12.863 11.747  0.106
H22 7.725 11.147 12.060  0.029
H23 6.285 12.246 12.062  0.092
H24 8.507 9.352 8.426  0.042
H25 6.882 11.271 6.779  0.057
H26 6.302 10.122 7.845  0.053
H27 7.067 9.551 6.395  0.108
H28 9.533 11.499 6.400  0.040
H29 9.532 9.776 6.137  0.097
H30 10.599 10.508 7.377  0.065
C18 10.762 11.473 14.045  -0.041
N4 10.713 10.137 14.595  -0.057
C19 10.181 9.969 15.966  -0.124
C20 9.745 8.544 16.340  -0.130
C21 10.673 7.567 15.646  -0.134
N5 10.683 7.833 14.219  -0.085
C22 10.665 6.738 13.313  -0.020
C23 10.765 9.121 13.735  -0.446
O2 10.897 9.312 12.503  -0.188
H31 10.944 12.157 14.882  0.112
H32 9.936 11.790 13.420  0.062
H33 11.642 11.641 13.435  0.085
H34 9.291 10.633 16.052  0.137
H35 10.931 10.340 16.700  0.140
H36 8.695 8.443 15.986  0.134
H37 9.871 8.458 17.398  0.116
H38 10.397 6.523 15.757  0.129
H39 11.717 7.706 16.055  0.156
H40 9.835 6.121 13.561  0.095
H41 11.621 6.229 13.308  0.109
H42 10.488 7.176 12.319  0.059

For the maximum force, the calculation gives 3.4 eV Å⁻¹. The expectation value of S² is 2.006. The orbital gap (alpha / beta) is 7.83 / 6.70 eV. Its HOMO energy (alpha / beta) is -14.273 / -14.239 eV. As for the total charge: +2. For the energy relative to the best compared isomer or geometry (same formula, charge and spin), the calculation gives 101.2 kJ/mol. Its spin multiplicity is 3.

No. 3
Here is a structure of composition C35H30Br2HgN7O3S4 from the Open Molecules 2025 dataset. Energies are from ωB97M-V with the def2-TZVPD basis set.

Last column: Löwdin charge in e.
Atoms and positions in Å:
Hg1 1.908 0.822 -1.576  0.845
O1 -1.283 0.806 -5.312  0.029
C1 -1.878 -0.357 -5.017  -0.290
C2 -3.113 -0.645 -5.606  -0.035
C3 -3.763 -1.836 -5.330  -0.120
C4 -3.188 -2.764 -4.467  -0.126
C5 -1.968 -2.474 -3.875  -0.054
C6 -1.297 -1.281 -4.124  -0.083
C7 -0.030 -0.921 -3.411  -0.495
O2 0.440 0.259 -3.609  -0.140
N1 0.433 -1.811 -2.571  0.022
N2 1.470 -1.347 -1.798  -0.155
C8 2.084 -2.268 -1.064  -0.180
C9 3.106 -1.952 -0.152  -0.335
C10 3.739 -2.944 0.654  -0.084
C11 4.656 -2.568 1.594  -0.140
C12 4.976 -1.200 1.754  -0.119
C13 4.359 -0.300 0.900  -0.187
N3 3.473 -0.635 -0.027  0.020
H1 -0.476 0.830 -4.688  0.063
H2 -3.541 0.093 -6.275  0.106
H3 -4.725 -2.038 -5.785  0.089
H4 -3.697 -3.694 -4.244  0.086
H5 -1.502 -3.168 -3.187  0.102
H6 1.774 -3.302 -1.196  0.101
H7 3.471 -3.986 0.515  0.095
H8 5.135 -3.319 2.214  0.084
H9 5.684 -0.858 2.496  0.074
H10 4.582 0.763 0.963  0.101
Br1 -5.698 -1.485 -1.511  0.707
C14 -3.930 -0.813 -1.347  -0.673
C15 -2.968 -1.571 -0.706  -0.103
C16 -1.695 -1.028 -0.635  -0.146
N4 -1.371 0.166 -1.113  0.146
C17 -2.301 0.870 -1.746  -0.199
C18 -3.616 0.413 -1.885  -0.056
C19 -1.861 2.169 -2.339  -0.218
C20 -2.599 2.785 -3.346  -0.078
C21 -2.112 3.973 -3.848  -0.671
Br2 -3.073 4.862 -5.228  0.698
C22 -0.937 4.512 -3.371  -0.088
C23 -0.273 3.802 -2.376  -0.115
N5 -0.720 2.659 -1.873  0.129
H11 -3.185 -2.550 -0.303  0.102
H12 -0.882 -1.597 -0.200  0.085
H13 -4.369 1.000 -2.389  0.101
H14 -3.488 2.336 -3.761  0.099
H15 -0.532 5.436 -3.755  0.102
H16 0.663 4.172 -1.973  0.062
S1 3.621 5.189 -1.037  0.316
C24 3.066 3.618 -1.192  -1.889
S2 3.294 2.693 -2.637  0.333
S3 2.119 2.849 0.042  0.391
C25 0.000 -2.681 2.235  -0.101
C26 0.952 -1.600 2.730  -0.209
C27 0.928 -0.323 1.896  -0.173
N6 -0.295 0.458 2.073  0.050
C28 -0.398 1.760 2.340  -0.900
S4 -1.784 2.626 2.061  0.597
N7 0.740 2.385 2.903  0.075
C29 1.416 2.079 4.048  -0.441
O3 2.455 2.640 4.342  0.071
C30 0.830 1.060 4.985  -0.146
C31 1.729 0.271 5.694  -0.031
C32 1.266 -0.683 6.585  -0.090
C33 -0.099 -0.839 6.787  -0.102
C34 -0.997 -0.033 6.101  -0.080
C35 -0.536 0.914 5.198  -0.031
H17 0.040 -3.559 2.883  0.066
H18 0.271 -2.998 1.224  0.060
H19 -1.039 -2.337 2.219  0.063
H20 1.975 -1.982 2.700  0.099
H21 0.727 -1.353 3.770  0.085
H22 1.021 -0.559 0.832  0.076
H23 1.778 0.308 2.142  0.108
H24 -1.134 0.085 1.651  0.095
H25 1.182 3.095 2.318  0.056
H26 2.787 0.414 5.521  0.121
H27 1.970 -1.311 7.117  0.097
H28 -0.463 -1.588 7.480  0.093
H29 -2.062 -0.146 6.262  0.099
H30 -1.240 1.536 4.657  0.084

For the maximum force, the calculation gives 0.3 eV Å⁻¹. The expectation value of S² is 0.776. The orbital gap (alpha / beta) is 3.99 / 5.38 eV. Its HOMO energy (alpha / beta) is -0.415 / -1.809 eV. As for the total charge: -2. For the energy relative to the best compared isomer or geometry (same formula, charge and spin), the calculation gives 28.6 kJ/mol. Its spin multiplicity is 2.

No. 4
Here is a structure of composition C24H26HgN4S4Sb3Se from the Open Molecules 2025 dataset. Energies are from ωB97M-V with the def2-TZVPD basis set.

Last column: natural (NBO) charge in e.
Atoms and positions in Å:
Hg1 0.194 -0.499 0.825  1.321
S1 1.737 -3.406 3.330  -0.880
Sb1 1.618 -3.291 1.066  1.363
S2 -0.646 -2.741 0.323  -0.983
S3 2.536 -1.112 0.314  -0.985
S4 2.542 -5.062 -0.018  -0.878
C1 -4.153 -0.356 -2.656  -1.003
Sb2 -2.290 0.736 -2.731  1.041
C2 -3.266 2.657 -3.039  -1.010
C3 -2.038 0.448 -4.891  -0.743
C4 -1.845 -0.980 -5.312  -0.066
C5 -2.978 -1.723 -5.662  -0.209
C6 -2.902 -3.051 -6.053  -0.244
C7 -1.656 -3.659 -6.125  -0.222
C8 -0.520 -2.929 -5.814  -0.206
C9 -0.575 -1.594 -5.388  -0.013
C10 0.693 -0.900 -5.020  -0.791
Sb3 1.249 -1.197 -2.861  1.102
C11 3.313 -0.733 -3.340  -1.014
C12 1.545 -3.288 -3.178  -1.019
H1 -4.909 0.162 -3.249  0.207
H2 -4.486 -0.438 -1.619  0.227
H3 -3.992 -1.361 -3.050  0.239
H4 -4.200 2.524 -3.589  0.209
H5 -2.604 3.318 -3.605  0.216
H6 -3.476 3.123 -2.073  0.224
H7 -1.204 1.091 -5.181  0.223
H8 -2.954 0.853 -5.326  0.216
H9 -3.947 -1.233 -5.633  0.196
H10 -3.802 -3.599 -6.305  0.199
H11 -1.568 -4.698 -6.425  0.202
H12 0.451 -3.406 -5.887  0.208
H13 0.650 0.180 -5.188  0.207
H14 1.539 -1.304 -5.584  0.215
H15 3.660 -1.409 -4.125  0.204
H16 3.909 -0.873 -2.439  0.243
H17 3.408 0.302 -3.679  0.205
H18 2.034 -3.434 -4.145  0.194
H19 0.591 -3.813 -3.152  0.233
H20 2.171 -3.684 -2.380  0.274
Se1 -2.808 3.055 7.512  0.659
N1 -3.508 2.781 5.862  -0.756
C13 -2.539 2.164 5.176  0.138
C14 -2.688 1.762 3.805  -0.120
C15 -3.884 1.969 3.095  -0.132
C16 -3.979 1.565 1.791  -0.286
C17 -2.859 0.969 1.192  0.033
N2 -1.720 0.773 1.818  -0.482
C18 -1.617 1.131 3.119  0.125
C19 -0.387 0.860 3.816  0.221
N3 0.596 0.248 3.132  -0.529
C20 1.743 -0.011 3.713  0.080
C21 1.990 0.324 5.056  -0.265
C22 1.004 0.945 5.773  -0.128
C23 -0.227 1.239 5.162  -0.118
C24 -1.302 1.905 5.862  0.085
N4 -1.207 2.296 7.126  -0.719
H21 -4.712 2.441 3.609  0.228
H22 -4.890 1.704 1.220  0.207
H23 -2.906 0.630 0.169  0.180
H24 2.489 -0.515 3.113  0.239
H25 2.944 0.070 5.498  0.213
H26 1.141 1.228 6.811  0.226

For the maximum force, the calculation gives 0.9 eV Å⁻¹. The expectation value of S² is 0.776. The orbital gap (alpha / beta) is 4.63 / 6.32 eV. Its HOMO energy (alpha / beta) is -0.654 / -2.340 eV. As for the total charge: -2. For the energy relative to the best compared isomer or geometry (same formula, charge and spin), the calculation gives 0.0 kJ/mol. Its spin multiplicity is 2.

No. 5
Here is the molecule C9H8N2 from the Open Molecules 2025 dataset. Energies are from ωB97M-V with the def2-TZVPD basis set.

Last column: natural (NBO) charge in e.
Atoms and positions in Å:
C1 3.611 -0.516 0.114  -0.659
C2 2.057 -0.206 -0.149  -0.008
C3 1.629 1.129 0.014  -0.180
C4 0.419 1.641 0.013  -0.233
C5 -0.606 0.858 -0.189  0.107
N1 -1.943 1.281 -0.015  -0.365
C6 -2.907 0.360 0.071  0.001
C7 -2.571 -1.073 0.143  0.020
N2 -1.351 -1.517 0.046  -0.410
C8 -0.325 -0.646 -0.063  0.157
C9 1.059 -1.150 -0.255  -0.210
H1 4.473 -0.009 -0.587  0.244
H2 3.753 -1.619 0.372  0.232
H3 3.897 -0.082 1.246  0.218
H4 2.460 1.664 0.482  0.204
H5 0.549 2.713 0.063  0.239
H6 -3.881 0.763 0.005  0.203
H7 -3.390 -1.936 0.266  0.202
H8 1.003 -2.222 -0.244  0.236

For the maximum force, the calculation gives 8.6 eV Å⁻¹. The orbital gap is 8.74 eV. Its HOMO energy is -8.910 eV. For the energy relative to the best compared isomer or geometry (same formula, charge and spin), the calculation gives 301.4 kJ/mol.

No. 6
Here is the molecule C7H15NO2Si from the Open Molecules 2025 dataset. Energies are from ωB97M-V with the def2-TZVPD basis set.

Last column: natural (NBO) charge in e.
Atoms and positions in Å:
C1 0.292 0.082 3.399  -0.420
C2 0.743 0.680 2.328  0.165
C3 2.041 1.272 1.909  -0.514
C4 1.856 1.518 0.405  -0.077
O1 0.465 1.734 0.204  -0.389
N1 -0.298 0.937 1.031  0.116
O2 -0.498 -0.344 0.475  -0.769
Si1 -0.938 -0.675 -1.087  1.846
C5 -2.367 0.401 -1.741  -1.129
C6 0.581 -0.516 -2.236  -1.129
C7 -1.511 -2.484 -0.956  -1.117
H1 -0.731 -0.235 3.473  0.226
H2 0.943 -0.106 4.236  0.210
H3 2.207 2.217 2.435  0.231
H4 2.880 0.606 2.102  0.239
H5 2.354 2.416 0.044  0.201
H6 2.194 0.648 -0.167  0.176
H7 -3.314 0.092 -1.304  0.237
H8 -2.224 1.451 -1.503  0.246
H9 -2.454 0.317 -2.820  0.235
H10 1.415 -1.108 -1.863  0.231
H11 0.364 -0.866 -3.240  0.235
H12 0.917 0.513 -2.318  0.237
H13 -1.778 -2.739 0.062  0.246
H14 -2.388 -2.628 -1.579  0.233
H15 -0.751 -3.181 -1.290  0.234

For the maximum force, the calculation gives 3.5 eV Å⁻¹. The orbital gap is 9.71 eV. Its HOMO energy is -8.798 eV. For the energy relative to the best compared isomer or geometry (same formula, charge and spin), the calculation gives 216.2 kJ/mol.

Here are the calculated energy numbers, same order: -2977.8977; -4187.4080; -8855.1062; -6017.6282; -457.1639; -770.3696 (Eh).